{"formula": "C48H35Cl2IO6P", "method": "ωB97M-V with the def2-TZVPD basis set", "lumo_energy_ev": -4.385, "total_energy_ha": -3860.63494, "homo_lumo_gap_ev": 6.61, "total_charge": 1, "species": ["C", "C", "C", "I", "P", "C", "Cl", "C", "C", "Cl", "H", "H", "H", "H", "H", "H", "H", "H", "H", "H", "H", "C", "C", "C", "C", "C", "C", "C", "O", "C", "C", "C", "C", "C", "C", "C", "O", "H", "H", "H", "H", "H", "H", "H", "H", "C", "C", "C", "C", "C", "C", "C", "O", "C", "C", "C", "C", "C", "C", "C", "O", "H", "H", "H", "H", "H", "H", "H", "H", "C", "C", "C", "C", "C", "C", "C", "O", "C", "C", "C", "C", "C", "C", "C", "O", "H", "H", "H", "H", "H", "H", "H", "H"], "coordinates": [[-4.688, 1.678, 4.546], [-5.583, 2.653, 3.581], [-5.096, 4.215, 3.517], [-6.235, 5.209, 1.903], [-3.212, 4.487, 3.428], [-2.249, 3.241, 2.352], [-1.039, 2.036, 3.164], [-2.327, 3.128, 0.853], [-3.291, 4.126, -0.019], [-1.261, 1.849, -0.034], [-3.672, 1.407, 4.029], [-4.576, 2.055, 5.662], [-5.291, 0.650, 4.630], [-5.719, 2.242, 2.485], [-6.681, 2.665, 4.050], [-5.464, 4.737, 4.525], [-2.908, 5.814, 2.953], [-2.697, 4.349, 4.792], [-3.424, 5.115, 0.610], [-2.789, 4.460, -1.049], [-4.301, 3.585, -0.280], [-4.174, 1.119, -1.695], [-5.530, 1.149, -2.020], [-5.939, 0.903, -3.332], [-4.989, 0.639, -4.325], [-3.632, 0.633, -4.005], [-3.224, 0.863, -2.685], [-2.617, 0.404, -5.054], [-1.425, 0.396, -4.774], [-3.060, 0.195, -6.447], [-2.107, 0.034, -7.462], [-2.517, -0.177, -8.780], [-3.876, -0.239, -9.086], [-4.828, -0.074, -8.079], [-4.418, 0.153, -6.758], [-5.432, 0.362, -5.706], [-6.627, 0.313, -5.975], [-3.855, 1.301, -0.671], [-6.270, 1.361, -1.252], [-7.000, 0.923, -3.577], [-2.167, 0.846, -2.425], [-1.044, 0.078, -7.230], [-1.775, -0.297, -9.567], [-4.196, -0.411, -10.112], [-5.887, -0.118, -8.327], [0.096, -0.510, -0.605], [-0.301, -0.794, 0.702], [0.163, -1.945, 1.339], [1.019, -2.823, 0.662], [1.397, -2.552, -0.652], [0.943, -1.387, -1.284], [2.259, -3.496, -1.392], [2.594, -3.257, -2.546], [2.704, -4.736, -0.725], [3.474, -5.668, -1.434], [3.910, -6.837, -0.806], [3.588, -7.074, 0.529], [2.816, -6.150, 1.236], [2.365, -4.984, 0.604], [1.520, -4.030, 1.350], [1.233, -4.240, 2.523], [-0.259, 0.392, -1.098], [-0.972, -0.117, 1.227], [-0.147, -2.158, 2.360], [1.245, -1.162, -2.305], [3.732, -5.489, -2.476], [4.503, -7.561, -1.360], [3.934, -7.981, 1.021], [2.565, -6.344, 2.278], [5.366, -3.222, 3.869], [4.193, -3.029, 3.139], [3.895, -1.769, 2.617], [4.766, -0.695, 2.835], [5.926, -0.883, 3.586], [6.233, -2.152, 4.094], [6.828, 0.254, 3.864], [7.849, 0.090, 4.521], [6.476, 1.592, 3.349], [7.292, 2.690, 3.654], [6.974, 3.956, 3.160], [5.850, 4.129, 2.353], [5.033, 3.038, 2.052], [5.342, 1.769, 2.559], [4.451, 0.629, 2.264], [3.460, 0.781, 1.559], [5.603, -4.205, 4.268], [3.511, -3.860, 2.974], [2.980, -1.627, 2.044], [7.144, -2.308, 4.669], [8.173, 2.563, 4.281], [7.606, 4.808, 3.403], [5.606, 5.114, 1.962], [4.154, 3.182, 1.425]], "atomic_forces_ev_per_a": [[-0.6563, -0.9515, -0.3961], [-0.7963, -0.3097, 0.5298], [-1.0786, -0.4429, 1.5055], [0.6989, -0.3213, 0.9291], [0.1600, -1.5447, -0.6297], [0.8649, -1.4100, -4.1014], [-2.0630, 2.1360, -0.7545], [-0.0493, 0.9012, 3.0016], [0.9778, -0.1305, -0.1830], [-2.5538, 3.8055, 1.9664], [-1.7945, 0.6536, 1.2592], [-0.0868, -0.5149, -2.4722], [1.3447, 2.2721, -0.2219], [0.6140, 0.7190, 2.2745], [2.3864, 0.2513, -1.1311], [1.0706, -0.9411, -2.1870], [-0.2821, -0.8193, 0.4123], [-0.3096, 0.1275, -1.3493], [-0.0195, -2.1042, -1.2567], [-0.8875, -1.0358, 2.3829], [2.0035, 1.1895, 0.7019], [0.1116, -0.0764, -0.4252], [0.0170, -0.0630, -0.3905], [0.0441, 0.0807, 0.3357], [-0.0542, 0.1748, 0.7394], [-0.2370, 0.1291, 0.6820], [-0.2365, 0.0806, 0.2303], [1.5017, -0.0788, 0.0711], [-0.7180, 0.0480, -0.0215], [0.1747, -0.0622, -0.5644], [-0.0613, -0.0489, -0.3052], [0.0036, 0.0564, 0.4004], [-0.1535, 0.0577, 0.3343], [0.1918, -0.0230, -0.2077], [0.0812, -0.1043, -0.5717], [-1.5406, -0.1200, -0.6515], [0.8250, 0.0704, 0.3066], [-0.0640, -0.1601, -0.2015], [0.0725, -0.0714, -0.1426], [0.3053, -0.0710, -0.1188], [-0.2685, -0.0490, -0.3152], [-0.3129, -0.0075, 0.1112], [-0.1317, 0.0201, 0.1779], [0.0438, 0.0345, 0.2129], [0.2323, 0.0498, 0.2333], [0.3878, -0.7400, 0.0763], [0.2333, -0.6024, 0.1871], [-0.1121, 0.2686, -0.1820], [-0.4091, 0.5482, -0.0642], [-0.4037, 0.6184, 0.0857], [-0.1825, 0.2454, 0.0703], [0.5185, 0.2167, -1.5204], [-0.2650, -0.1182, 0.7964], [0.3158, -0.5685, -0.0481], [0.0988, -0.2590, 0.1354], [-0.1704, 0.3589, -0.0626], [-0.1912, 0.2925, 0.1018], [0.1746, -0.1989, -0.1660], [0.2875, -0.4861, 0.0301], [-0.3647, -0.4440, 1.2141], [0.1088, 0.1926, -0.6391], [0.4266, -0.6137, -0.3386], [0.2715, -0.4731, -0.0112], [0.1915, -0.0993, -0.2413], [0.0039, -0.2114, 0.2328], [-0.1419, 0.1229, 0.2815], [-0.1165, 0.1623, 0.0948], [-0.0788, 0.1837, -0.0815], [-0.0488, 0.1735, -0.2535], [0.1670, 0.3796, -0.0067], [0.0478, 0.2741, -0.1025], [0.0827, -0.3227, 0.1318], [-0.1502, -0.5524, 0.0827], [-0.1287, -0.5992, 0.0726], [-0.1958, -0.2331, -0.0340], [1.2711, -0.2997, 0.8263], [-0.6598, 0.1389, -0.4206], [0.1155, 0.6988, -0.0486], [-0.0710, 0.3130, -0.1175], [0.0019, -0.3910, 0.0824], [-0.1603, -0.3507, -0.0117], [0.1980, 0.2595, 0.1047], [0.1204, 0.6268, -0.0747], [-1.0930, 0.0894, -0.7768], [0.4281, -0.0387, 0.3678], [-0.0294, 0.1941, -0.0703], [0.1903, 0.2203, 0.1181], [0.2764, 0.1576, 0.1124], [-0.1895, 0.2229, -0.1522], [-0.2526, -0.1553, -0.1645], [-0.1030, -0.1849, -0.0428], [0.0434, -0.1914, 0.0595], [0.1865, -0.2211, 0.1677]]}

{"formula": "C48H36N4NaO4P2", "method": "ωB97M-V with the def2-TZVPD basis set", "e_above_lowest_kcal_mol": 4.23, "lumo_energy_ev": 2.017, "total_energy_ha": -3215.88296, "homo_lumo_gap_ev": 6.46, "total_charge": -1, "species": ["Na", "O", "C", "O", "C", "C", "C", "C", "C", "N", "C", "O", "O", "H", "H", "H", "H", "N", "C", "C", "C", "C", "C", "C", "C", "C", "C", "C", "C", "C", "N", "C", "C", "C", "C", "N", "H", "H", "H", "H", "H", "H", "H", "H", "H", "H", "C", "P", "C", "C", "C", "C", "C", "C", "C", "C", "C", "C", "C", "C", "P", "C", "C", "C", "C", "C", "C", "C", "C", "C", "C", "C", "C", "H", "H", "H", "H", "H", "H", "H", "H", "H", "H", "H", "H", "H", "H", "H", "H", "H", "H", "H", "H", "H", "H"], "coordinates": [[0.273, 0.646, 0.259], [-1.004, -2.371, -3.363], [-0.612, -1.723, -2.241], [-1.401, -1.115, -1.569], [0.842, -1.829, -1.989], [1.698, -2.474, -2.880], [3.060, -2.443, -2.618], [3.504, -1.720, -1.529], [2.567, -1.106, -0.690], [1.269, -1.196, -0.902], [3.054, -0.183, 0.462], [4.261, -0.218, 0.693], [2.160, 0.505, 0.978], [-1.957, -2.241, -3.483], [1.304, -2.983, -3.746], [3.751, -2.974, -3.262], [4.549, -1.602, -1.285], [2.658, 10.256, 0.382], [2.432, 9.140, 0.228], [2.112, 7.777, 0.079], [2.681, 6.830, 0.933], [2.278, 5.510, 0.878], [1.310, 5.104, -0.037], [0.807, 6.042, -0.939], [1.189, 7.366, -0.886], [0.729, 3.739, -0.071], [1.133, 2.934, -1.133], [2.286, 3.183, -1.944], [2.347, 2.158, -2.848], [1.211, 1.356, -2.591], [0.500, 1.797, -1.576], [-0.248, 3.503, 0.900], [-0.706, 4.469, 1.851], [-1.710, 3.867, 2.563], [-1.820, 2.562, 2.030], [-0.961, 2.339, 1.057], [3.426, 7.152, 1.646], [2.711, 4.785, 1.550], [0.087, 5.717, -1.675], [0.772, 8.089, -1.572], [2.990, 3.990, -1.824], [3.101, 1.975, -3.595], [0.887, 0.497, -3.157], [-0.342, 5.475, 1.967], [-2.302, 4.300, 3.350], [-2.533, 1.799, 2.310], [-2.710, -1.087, 3.345], [-1.534, -1.007, 1.880], [-0.021, -1.481, 2.781], [0.451, -2.760, 3.051], [1.632, -2.928, 3.756], [2.342, -1.831, 4.211], [1.863, -0.556, 3.969], [0.691, -0.383, 3.258], [-2.105, -2.434, 0.902], [-3.422, -2.393, 0.447], [-3.883, -3.314, -0.471], [-3.039, -4.301, -0.954], [-1.724, -4.339, -0.522], [-1.253, -3.396, 0.374], [-2.546, -2.438, 4.621], [-4.126, -2.182, 5.536], [-4.799, -0.967, 5.621], [-5.956, -0.855, 6.375], [-6.446, -1.944, 7.074], [-5.767, -3.151, 7.020], [-4.616, -3.265, 6.264], [-3.102, -3.887, 3.632], [-2.235, -4.966, 3.519], [-2.549, -6.039, 2.703], [-3.745, -6.049, 2.008], [-4.641, -5.007, 2.166], [-4.326, -3.931, 2.976], [-3.739, -1.052, 2.977], [-2.511, -0.158, 3.894], [-0.090, -3.630, 2.705], [2.010, -3.926, 3.933], [3.273, -1.970, 4.744], [2.417, 0.307, 4.301], [0.326, 0.611, 3.045], [-4.078, -1.603, 0.791], [-4.907, -3.261, -0.820], [-3.392, -5.021, -1.682], [-1.047, -5.099, -0.889], [-0.204, -3.374, 0.623], [-4.427, -0.099, 5.099], [-6.476, 0.091, 6.414], [-7.347, -1.852, 7.664], [-6.137, -4.006, 7.570], [-4.085, -4.207, 6.225], [-1.306, -4.954, 4.070], [-1.853, -6.859, 2.598], [-3.981, -6.871, 1.347], [-5.583, -5.022, 1.636], [-5.034, -3.123, 3.091]], "atomic_forces_ev_per_a": [[-1.2072, -0.4584, -0.0786], [0.2052, -0.2657, -0.4022], [-1.0544, 0.1066, -0.0857], [0.3022, 0.1604, -0.0507], [0.5881, -0.3945, -0.2547], [-0.3165, -0.0123, 0.1467], [0.0232, 0.0697, 0.1492], [-0.0898, -0.1266, 0.0353], [0.6043, 0.1649, 0.1038], [-0.2833, -0.0654, -0.0784], [0.1368, -0.4346, -0.4044], [0.5542, -0.1141, 0.1025], [0.5330, 0.3806, 0.7472], [0.1595, 0.1173, 0.3183], [-0.0648, 0.0001, -0.0192], [0.0178, 0.1008, -0.0374], [0.0428, 0.0081, 0.0495], [0.1068, 0.2515, -0.0179], [0.1804, 0.7753, 0.0604], [-0.2251, -1.1366, -0.0901], [-0.0156, 0.2510, -0.0450], [-0.1028, -0.2188, -0.0912], [0.2461, 0.4814, -0.0360], [0.0069, -0.1416, 0.0121], [0.1061, 0.1299, 0.1160], [-0.1537, -0.2058, -0.1060], [0.3733, 0.4471, -0.2426], [0.0932, 0.0678, 0.0664], [0.2201, 0.1137, -0.2128], [-0.1777, 0.1457, -0.0258], [-0.3533, -0.0135, -0.4367], [-0.0242, 0.4635, 0.2916], [0.1024, 0.1226, -0.0523], [-0.0826, 0.1650, 0.1081], [-0.1211, -0.0935, -0.1020], [-0.1222, -0.1381, -0.0705], [0.0105, -0.0286, 0.0771], [-0.0125, -0.1045, 0.0883], [-0.0853, -0.0400, -0.0507], [-0.0359, 0.0315, -0.0004], [0.0375, 0.0562, 0.0243], [0.0611, 0.0436, -0.0894], [0.0355, -0.1239, -0.0523], [0.0206, 0.0955, 0.0013], [-0.0713, 0.0273, 0.1113], [-0.0101, -0.1032, 0.1169], [0.1065, 0.0591, 0.1016], [-0.4628, -0.3682, 0.7436], [0.0226, 0.0459, -0.1565], [0.1613, -0.0625, -0.0372], [-0.0591, -0.2374, -0.0952], [0.0509, 0.0893, 0.0810], [0.0643, 0.0183, 0.1593], [-0.1005, -0.1483, -0.0155], [0.0661, 0.0077, -0.1098], [0.1634, 0.0803, 0.0020], [-0.1255, -0.0132, -0.2027], [0.0228, -0.0388, -0.1194], [0.0484, -0.1016, -0.1009], [0.0120, 0.0398, 0.1218], [-0.2366, 0.1242, -0.3395], [0.2470, 0.0660, 0.0908], [0.0895, -0.0764, -0.0937], [-0.1381, 0.0872, 0.0920], [-0.0947, 0.0654, 0.0433], [-0.0038, -0.1062, 0.0435], [-0.0019, 0.0240, -0.0136], [0.1659, 0.0618, 0.2601], [-0.0498, 0.0539, 0.0595], [0.0424, -0.1555, -0.0474], [0.0117, -0.1353, 0.0362], [-0.1591, 0.0354, 0.0773], [0.0383, -0.1869, 0.0408], [0.0116, 0.1131, -0.0074], [-0.1080, -0.0229, -0.1249], [0.0049, 0.0127, 0.0007], [-0.0031, -0.0555, 0.0427], [0.0348, 0.0021, -0.0044], [0.0814, 0.1063, 0.0149], [0.0487, 0.1921, -0.0402], [-0.0867, 0.0113, 0.0080], [-0.0281, 0.0156, -0.0024], [-0.0457, -0.0335, 0.0354], [0.0344, -0.0307, -0.1161], [0.0956, -0.0912, 0.0595], [0.0169, 0.0726, -0.0847], [-0.0247, 0.0667, 0.0209], [-0.0486, 0.0052, 0.0144], [-0.0185, -0.0566, 0.0378], [-0.0137, -0.1001, 0.0029], [0.1003, 0.0108, 0.0175], [0.0491, -0.0710, -0.0017], [-0.0190, -0.0570, -0.0303], [-0.0787, 0.0036, -0.0519], [-0.0424, 0.1213, -0.0052]]}